(1)
Below is a structure of composition C18H20N2O7, with properties calculated with ωB97M-V/def2-TZVPD.

Element x y z (Å)
O  -3.6506  -2.6069  0.2174
O  1.6959  2.1035  1.0585
O  2.5649  -2.5768  1.3178
O  2.2622  3.0748  -0.7986
O  4.3407  -3.4214  0.0575
O  2.8347  -0.2194  0.6134
O  -1.3400  3.4988  0.4370
N  3.4930  -2.4667  0.3796
N  -1.9505  -0.4070  -0.7792
C  4.0008  0.5725  -1.3167
C  -0.1747  0.2427  0.6535
C  -4.4962  -0.5751  0.9108
C  -2.8851  2.0634  -1.2930
C  0.7226  3.1134  1.3852
C  4.4293  -0.5108  -1.1622
C  3.0610  0.7487  -0.3713
C  2.2653  2.0749  -0.1897
C  -0.8842  1.3399  0.2344
C  -5.0344  -0.3618  -0.4053
C  -2.8508  -1.2358  -1.4977
C  -0.5404  -2.3095  0.1000
C  -4.0839  -1.8283  1.2496
C  -3.9917  -1.6928  -0.9609
C  -0.5546  2.7457  0.6496
C  -1.8877  0.8510  -0.8331
C  -0.7738  -0.8712  -0.0102
C  3.6431  -1.1920  -0.3381
H  -1.3079  -2.9819  0.2311
H  -2.2141  3.0005  -1.5652
H  -4.9531  0.4016  -0.8866
H  -3.7136  2.2994  -0.7012
H  -2.2171  -1.9526  -2.1419
H  -3.1314  -0.4976  -2.6250
H  -4.5815  -2.2988  -1.7731
H  -6.1052  -0.8371  -0.5512
H  -3.2623  -1.8856  2.1476
H  -4.9698  -2.4191  1.9425
H  4.9565  -1.1985  -1.5386
H  -3.6593  0.3878  1.1269
H  -0.1159  -2.7376  -0.9100
H  1.0675  3.9231  1.2508
H  0.0688  -2.4248  0.6952
H  4.3146  1.3143  -1.9878
H  -5.2092  0.0648  1.6131
H  0.3835  -0.1064  1.4448
H  0.4258  2.8271  2.6024
H  -3.0825  1.7238  -2.6464

Results
Highest occupied orbital energy: -7.33 eV
HOMO-LUMO gap: 5.49 eV
LUMO: -1.84 eV
DFT total energy: -36280.3476 eV

=====

(2)
Below is the molecule C18H20N2OS, with properties calculated with ωB97M-V/def2-TZVPD.

Element x y z (Å)
S  1.7656  0.1580  2.9016
O  -3.1343  -2.5358  -2.2965
N  2.2031  2.2297  1.3951
N  -2.4404  0.9209  -0.1074
C  5.3374  -0.4194  1.0889
C  -0.2611  0.2289  0.5555
C  -2.3308  -2.6335  -3.4894
C  4.1545  -0.7455  1.7512
C  3.3157  1.4563  1.2496
C  0.7501  2.6753  3.2739
C  -3.6204  0.7009  -0.7301
C  -1.7875  -1.2937  -0.7460
C  5.4971  0.8664  0.5299
C  -3.8682  -0.4182  -1.5381
C  -1.5230  -0.0406  -0.1448
C  -0.0590  1.3843  1.2777
C  4.4774  1.7941  0.5516
C  -5.1576  -0.5451  -2.3275
C  3.2078  0.2396  1.8821
C  -2.9368  -1.4312  -1.5123
C  -0.7616  -2.4127  -0.6894
C  1.1112  1.6912  2.1684
H  1.5957  2.8484  3.9343
H  -5.9546  0.1165  -1.8815
H  -0.0426  2.2611  3.8647
H  6.4355  1.0227  -0.0216
H  0.4243  3.6277  2.8418
H  -0.8490  2.1844  1.2949
H  4.5010  2.7133  -0.0304
H  -4.9544  -0.2502  -3.3489
H  0.5136  -0.5760  0.5387
H  6.1212  -1.1769  1.0466
H  -1.1460  -3.3126  -1.1367
H  -0.5301  -2.6295  0.3417
H  3.9853  -1.6892  2.2264
H  -1.5988  -1.8189  -3.5198
H  -4.3930  1.4456  -0.6218
H  -5.5831  -1.5447  -2.3352
H  -2.9562  -2.5557  -4.4027
H  -1.7726  -3.5651  -3.4896
H  2.1251  3.1124  0.8832
H  0.1393  -2.0831  -1.2282

Results
Highest occupied orbital energy: -7.25 eV
HOMO-LUMO gap: 7.72 eV
Structure (SMILES): COc1c(C)cnc(/C=C/[C@]2(C)Nc3ccccc3S2)c1C
LUMO: 0.47 eV
DFT total energy: -34852.4657 eV

=====

(3)
Below is the molecule C18H20N2OS, with properties calculated with ωB97M-V/def2-TZVPD.

Element x y z (Å)
S  0.7541  3.2055  -1.2993
O  1.2038  -4.8514  -0.8291
N  -0.8347  -1.5598  0.7836
N  -0.5010  3.3082  1.0250
C  0.8908  0.0010  0.1813
C  -0.6576  -3.9159  0.3344
C  2.4198  -2.1594  -1.0853
C  -0.7193  4.1524  -1.1186
C  -3.0258  5.5601  -0.4375
C  0.5861  -3.7471  -0.2645
C  -2.3634  4.8238  0.5449
C  2.0316  -5.5240  0.1012
C  1.0996  -2.4352  -0.3738
C  -2.5589  5.6200  -1.7625
C  0.0718  1.0985  0.3580
C  -1.2367  4.1151  0.1831
C  1.8432  2.7972  1.2446
C  0.3673  -1.3651  0.2158
C  -1.3830  4.9376  -2.0812
C  0.5820  2.5435  0.4242
C  -1.3235  -2.7721  0.8345
C  -1.2951  -5.2916  0.4740
H  3.2856  -2.1767  -0.3964
H  3.0884  -5.4535  -0.1367
H  2.0161  3.8655  1.3638
H  1.7442  2.2929  2.2423
H  -2.7059  4.7799  1.5796
H  -2.2944  -2.9604  1.3165
H  2.6059  -2.9434  -1.8365
H  -1.3789  -5.8154  -0.5030
H  -3.9612  6.1460  -0.2358
H  -2.2899  -5.1305  0.8528
H  -0.9356  2.9829  1.8720
H  1.9617  0.1778  0.1046
H  -1.0014  4.9963  -3.1105
H  -0.9972  0.9551  0.3786
H  2.7109  2.3624  0.7604
H  1.7292  -6.5842  0.1809
H  -3.0942  6.1922  -2.5213
H  -0.7179  -5.9524  1.1413
H  1.9483  -5.0505  1.1035
H  2.3350  -1.2252  -1.6093

Results
Highest occupied orbital energy: -7.29 eV
HOMO-LUMO gap: 7.66 eV
Structure (SMILES): COc1c(C)cnc(/C=C/[C@]2(C)Nc3ccccc3S2)c1C
LUMO: 0.37 eV
DFT total energy: -34852.5402 eV